{"formula": "C6H25BO7", "method": "the ωB97M-V functional and the def2-TZVPD basis", "elements": ["C", "H", "O", "O", "H", "C", "B", "H", "C", "H", "O", "H", "H", "H", "O", "H", "H", "H", "H", "C", "H", "H", "O", "H", "O", "H", "H", "H", "H", "C", "H", "H", "H", "C", "H", "H", "H", "H", "O"], "xyz": [[-7.0185, 4.5409, 22.7205], [-6.1586, 5.1844, 24.6560], [-0.3349, 3.2614, 18.4678], [-3.7684, 5.1988, 19.3148], [-9.7948, 4.1764, 15.3805], [-5.9599, 5.2399, 23.5857], [-4.3676, 6.0912, 15.5652], [-0.4612, 3.1553, 17.5221], [-9.3699, 3.9559, 14.4012], [-6.8698, 3.7356, 15.5006], [-6.9012, 4.9418, 21.3932], [0.7383, 1.5439, 18.8717], [-0.3549, 2.1882, 20.2000], [-7.7745, 4.9210, 20.9950], [-4.6454, 4.6179, 23.4436], [-1.5300, 1.0317, 17.5902], [-10.9760, 4.3901, 13.7453], [-3.3315, 0.9977, 19.0368], [-3.9783, 4.8383, 24.0979], [-1.4447, 1.0901, 18.6753], [-8.8446, 1.8655, 14.3038], [-3.3545, 5.8836, 15.8729], [-7.4071, 2.9405, 15.4754], [-4.5009, 7.1562, 15.4550], [-10.3528, 3.7064, 13.4888], [-7.7641, 2.7683, 13.4911], [-3.4472, 4.2943, 19.2963], [-5.8198, 6.2808, 23.2944], [-5.0355, 5.6343, 16.2789], [-0.2240, 1.9811, 19.1379], [-4.5698, 5.5945, 14.6289], [-8.9368, 4.9326, 14.1854], [-4.5632, 5.3509, 19.8313], [-8.3372, 2.8236, 14.4166], [-1.2504, 0.0618, 18.9801], [-7.9935, 4.9022, 23.0478], [-3.9545, 5.5639, 18.4467], [-7.0282, 3.4553, 22.8176], [-2.6692, 1.6448, 19.2901]], "nbo_charge": [-0.0846, 0.1806, -0.7373, -0.7659, 0.1448, -0.0813, -0.8489, 0.4736, -0.0817, 0.5004, -0.7418, 0.1796, 0.1937, 0.4837, -0.7661, 0.1725, 0.4646, 0.4763, 0.4820, -0.0990, 0.1814, -0.0412, -0.7481, -0.0139, -0.7005, 0.1654, 0.5814, 0.1783, -0.0781, -0.0819, 0.0040, 0.1510, 0.5667, -0.0780, 0.1724, 0.1720, 0.5905, 0.1798, -0.7466], "orbital_gap_ha": 0.277, "energy_ev": -21628.045}

{"formula": "C2H2FO2Pb", "method": "the ωB97M-V functional and the def2-TZVPD basis", "elements": ["O", "F", "Pb", "H", "C", "C", "H", "O"], "xyz": [[0.7756, -0.6361, -1.2284], [-2.3551, 1.3436, -0.3763], [-0.7587, 0.3573, -0.3453], [2.6701, -0.6974, 0.4165], [1.6063, -1.2265, -0.3935], [1.3928, -0.8774, 1.0263], [1.8587, -2.2904, -0.5408], [0.5336, -0.0479, 1.3451]], "mulliken_spin": [0.1064, 0.0272, 0.1212, 0.0097, 0.0296, 0.5529, -0.0244, 0.1775], "spin_multiplicity": 2, "s_squared": 0.7660, "orbital_gap_ha": [0.275, 0.237], "energy_ev": -14160.428}

{"formula": "C17H17BN3O8", "method": "the ωB97M-V functional and the def2-TZVPD basis", "elements": ["H", "H", "C", "H", "H", "O", "O", "H", "H", "H", "C", "C", "N", "B", "N", "C", "C", "H", "H", "C", "H", "O", "O", "O", "C", "H", "H", "C", "N", "O", "C", "H", "C", "O", "C", "C", "C", "H", "H", "C", "C", "C", "O", "H", "H", "C"], "xyz": [[1.9476, -0.8588, 2.5979], [3.4341, -0.3323, -7.7812], [-0.7604, 2.5926, 0.1175], [1.7977, 1.5157, 4.8531], [-0.2000, 2.0693, -7.4976], [1.1923, 0.3708, -8.8779], [-2.4236, 1.5247, 1.3995], [-2.8469, 1.4860, -3.0441], [-1.6104, -0.0735, 2.5645], [-1.0618, -4.4522, 5.9141], [0.7370, 1.7736, -7.0431], [-0.0666, -1.3389, 3.0761], [-1.2980, -1.0150, 2.7673], [-2.3908, -4.5945, 4.4693], [-0.0483, -2.6603, 3.2822], [2.0874, 0.5864, 5.3095], [-2.7619, 1.4350, -0.9277], [0.7675, -3.1973, 3.5202], [0.6000, 3.4801, -1.2453], [-2.0147, 1.8251, 0.2893], [-4.0547, -5.1348, 5.2406], [-0.6465, 2.8241, -3.4124], [0.7565, -0.0977, 5.5736], [2.7972, 2.2441, -4.1922], [1.1404, 2.2480, -5.8671], [2.4633, 0.5214, 6.3131], [-0.2364, 2.8700, 1.0240], [2.8502, 0.3765, -7.2080], [-2.1243, -2.1008, 2.7645], [-1.8601, -4.0152, 5.6056], [3.2532, 0.8487, -6.0319], [-3.6765, 0.8768, -0.7730], [-0.3140, 2.9205, -1.0915], [-3.4970, -5.3347, 4.4818], [1.1461, -0.4927, 3.2301], [-1.0598, 2.5283, -2.3168], [2.4297, 1.8199, -5.2688], [0.5588, 2.9547, -5.2977], [0.9315, 0.5571, 3.0977], [-2.3195, 1.7603, -2.1395], [-1.3509, -3.0952, 3.0914], [1.6004, -0.6535, 4.6702], [-1.7326, -4.3504, 3.2196], [2.1164, -1.5659, 4.9283], [4.1900, 0.5523, -5.5772], [1.5585, 0.8017, -7.8077]], "nbo_charge": [0.2601, 0.2354, -0.2549, 0.2071, 0.2323, -0.4773, -0.5692, 0.2447, 0.4757, 0.5111, -0.2186, 0.4787, -0.2961, 1.2942, -0.5251, -0.1263, -0.2405, 0.4537, 0.2491, 0.5033, 0.5216, -0.4642, -0.4888, -0.5083, -0.2410, 0.2376, 0.2259, -0.2261, -0.2481, -0.9353, -0.2295, 0.2408, -0.1938, -0.8620, -0.4861, 0.4756, 0.4808, 0.2498, 0.2571, -0.2036, 0.6550, 0.0596, -0.6436, 0.1883, 0.2295, 0.4717], "total_charge": 1, "orbital_gap_ha": 0.271, "energy_ev": -39424.648}